Record 1
The following is a quantum chemistry calculation of a cluster of 11 separate species, C8H36O10 in total in a non-equilibrium geometry, from the OMol25 dataset.

XYZ file:
```
54
Properties=species:S:1:pos:R:3
H 3.085 4.336 0.683
H -2.889 2.055 -0.640
H -0.284 -4.642 -1.668
C 0.581 -1.464 -1.191
O 2.501 1.572 1.867
H 2.048 3.439 1.318
H -0.680 -2.911 3.043
H -2.081 -0.004 0.751
H 0.739 -2.455 -0.753
C -0.820 2.176 1.898
H 2.071 1.386 -2.600
H 2.452 0.953 2.612
H 1.295 -0.908 4.003
H -1.193 -3.524 -1.390
H 1.354 -3.647 -2.613
C -0.083 -0.785 1.152
H -0.275 -1.856 1.216
H 0.877 -0.612 -3.130
H -0.125 4.135 -0.937
H 3.363 1.516 1.459
O -0.064 -2.639 3.729
H -2.535 -1.628 -1.861
H -2.051 -1.161 1.968
H 2.513 -1.264 3.280
H 1.232 -2.817 -4.152
O -1.531 0.888 -3.062
C 0.929 -1.484 -2.477
O 2.237 3.910 0.487
O 2.202 -0.572 3.875
H 2.656 -2.694 -3.134
H 0.302 3.456 -2.148
H -1.267 2.216 0.900
H 0.588 1.352 -2.539
O -2.340 -2.086 -1.049
O 1.315 1.982 -2.725
C 1.559 -2.692 -3.115
C -1.494 -0.258 1.661
H -2.364 1.040 -1.629
H 0.723 -0.542 1.854
O -0.531 3.735 -1.711
O -2.797 1.095 -0.750
H -1.710 1.552 -3.752
H -0.718 -2.458 4.421
C -1.484 0.959 2.544
H -0.979 3.005 2.574
H 1.200 0.283 -0.117
H -0.515 0.383 -0.609
H -2.483 1.248 2.900
O -1.130 -4.504 -1.237
H -1.604 -1.603 -0.651
H -1.288 0.129 -3.616
H -1.042 0.696 3.534
C 0.281 -0.299 -0.269
H 0.253 2.014 1.797
```

2S+1: 1
ΔE to the lowest compared entry with this formula, charge and spin: 2.079 eV
Electronic energy: -1078.7461 Eh
Structure (SMILES): C/C=C/CCCCC.O.O.O.O.O.O.O.O.O.O



Record 2
The following is a quantum chemistry calculation of a cluster of 12 separate species, C8H36O11 in total in a non-equilibrium geometry, from the OMol25 dataset.

XYZ file:
```
55
Properties=species:S:1:pos:R:3
H 1.427 -4.319 1.641
H 0.645 -0.159 2.200
O 2.490 -0.329 -3.284
O -1.406 2.347 -0.792
H 0.694 -3.456 -3.417
C 0.607 0.273 3.200
H -2.597 -0.807 -3.734
H -2.450 -2.127 -1.916
H -3.751 -0.748 -2.802
C 0.884 2.327 2.161
O 1.015 -3.069 -2.620
C 3.840 1.541 0.116
H 1.267 -1.343 4.696
H 1.791 -0.001 -2.857
H 1.800 1.471 -0.234
H -4.027 0.674 -0.916
H -0.930 2.626 0.099
O 1.747 -1.652 -0.276
H -3.689 2.093 -0.374
H -1.459 1.435 -0.460
H 0.010 -0.461 5.159
H 0.119 2.375 1.412
H 1.985 -3.200 -2.804
H -0.271 -1.626 4.035
H -2.352 -1.856 1.340
C 2.175 3.504 0.447
H 0.695 2.029 4.308
H 3.924 0.556 -0.382
H -2.147 1.487 -2.306
H 3.082 4.141 0.398
H -2.259 -3.341 1.344
H 3.695 1.474 1.155
H -0.523 -0.472 -1.042
H 1.757 -2.498 0.115
O 1.165 -3.340 1.745
H 3.085 2.920 2.335
H -2.463 1.034 -3.611
H 4.648 2.193 -0.240
O -1.840 -2.593 1.749
H 2.407 2.291 -1.497
O -2.873 -2.279 -0.993
O -0.556 -0.453 -0.118
H -0.251 -1.320 0.147
C 2.551 2.271 -0.400
H -3.667 -2.585 -1.077
H 2.514 -0.959 0.100
H 1.301 4.024 0.097
H 2.505 -1.233 -3.452
O -2.883 1.553 -2.878
C 2.027 2.960 1.850
C 0.409 -0.795 4.290
O -4.241 1.266 -0.193
C 0.682 1.572 3.329
H 0.226 -3.294 1.584
O -3.341 -1.318 -3.465
```

2S+1: 1
ΔE to the lowest compared entry with this formula, charge and spin: 5.802 eV
Electronic energy: -1153.8566 Eh
Structure (SMILES): C/C=C/C=C/CCC.O.O.O.O.O.O.O.O.O.O.O



Record 3
The following is a quantum chemistry calculation of a structure of composition C8H3Cl3N9OPt in a non-equilibrium geometry, from the OMol25 dataset.

XYZ file:
```
25
Properties=species:S:1:pos:R:3
N 3.192 -0.226 -1.029
N -0.158 -2.380 -1.212
N -1.463 -3.989 -1.667
C 0.486 -3.239 -1.985
N 1.786 -3.093 -2.378
H 2.207 -3.822 -2.923
C -1.839 3.184 3.033
C -1.758 3.044 0.650
H -2.684 4.650 1.708
N 4.186 -0.728 -1.667
C -1.053 1.824 0.677
N -1.401 -2.877 -1.029
N 3.829 -1.880 -2.292
O -0.707 1.225 -0.444
N -0.287 -4.256 -2.291
Cl 0.089 -0.154 2.083
H -0.906 1.569 4.097
Cl -2.328 4.031 4.477
C -2.146 3.716 1.792
C -1.151 1.994 3.134
C -0.776 1.344 1.972
N 2.140 -1.053 -1.212
Pt 0.327 -0.566 -0.613
C 2.562 -2.040 -1.985
Cl -2.149 3.722 -0.898
```

2S+1: 1
ΔE to the lowest compared entry with this formula, charge and spin: 0.000 eV
Electronic energy: -2374.6390 Eh
Total charge: -1



Record 4
The following is a quantum chemistry calculation of a structure of composition C8H3Cl4LuO8Se in a non-equilibrium geometry, from the OMol25 dataset.

XYZ file:
```
25
Properties=species:S:1:pos:R:3
C -0.663 0.479 1.692
C 3.326 -2.273 -1.945
H 3.786 -1.566 -2.581
O -0.622 1.379 -0.473
O -2.002 -3.005 -3.837
C -0.837 2.144 3.588
O -2.096 -2.080 -1.182
C 2.126 -1.616 -1.264
O 1.332 -2.448 -0.781
O -1.049 -0.463 -2.986
H 2.999 -3.191 -2.468
C -0.580 1.635 0.775
Cl -1.291 2.405 5.224
O -3.764 -0.817 -3.043
O -0.555 -0.635 1.167
C -0.859 0.806 3.062
O 1.884 -0.354 -1.421
Lu -0.320 -0.875 -1.097
C -0.530 3.189 2.687
C -0.436 2.961 1.273
Cl -0.342 4.759 3.316
Se -2.346 -1.701 -2.871
Cl -0.153 4.302 0.225
H 4.035 -2.584 -1.201
Cl -1.045 -0.449 4.141
```

2S+1: 1
ΔE to the lowest compared entry with this formula, charge and spin: 0.121 eV
Electronic energy: -6386.5319 Eh
Total charge: -2



Record 5
The following is a quantum chemistry calculation of a structure of composition C8H4CoF5NO2S in a non-equilibrium geometry, from the OMol25 dataset.

XYZ file:
```
22
Properties=species:S:1:pos:R:3
C 3.424 -1.916 0.774
C 1.125 -1.320 0.264
C 1.593 -0.673 -0.895
N -3.347 0.613 -0.498
C 3.839 -1.266 -0.386
F 3.327 -0.050 -2.335
Co -1.241 0.321 -0.732
C -3.550 1.785 0.389
S -0.533 -1.337 0.682
H -4.321 2.461 0.031
C 2.912 -0.640 -1.239
O -1.204 2.023 0.001
F 4.310 -2.489 1.556
F 1.681 -2.589 2.158
H -3.804 1.466 1.398
F 5.098 -1.233 -0.698
H -3.756 0.795 -1.409
H -3.817 -0.203 -0.124
C -2.227 2.621 0.541
O -2.266 3.663 1.131
F 0.677 -0.074 -1.695
C 2.079 -1.960 1.085
```

2S+1: 5
ΔE to the lowest compared entry with this formula, charge and spin: 0.179 eV
Electronic energy: -2792.4716 Eh
Total charge: +1



Record 6
The following is a quantum chemistry calculation of a structure of composition C8H4MnNO5S in a non-equilibrium geometry, from the OMol25 dataset.

XYZ file:
```
20
Properties=species:S:1:pos:R:3
C -1.148 0.111 1.792
C 1.099 -0.059 1.956
C -0.137 4.406 -0.702
C -0.165 -1.918 -3.258
S -0.947 0.152 3.510
O -0.141 5.150 0.164
H -0.062 0.791 -0.811
C 1.594 -0.086 -1.338
O -2.908 0.009 -1.006
Mn -0.090 -0.492 -1.814
O 2.742 0.054 -1.143
H 2.106 -0.159 1.556
C -1.774 -0.117 -1.285
C 0.791 0.013 3.301
O -0.250 -2.222 -4.407
C -0.050 -2.385 -1.868
H 1.498 -0.018 4.119
H -2.145 0.168 1.365
N -0.009 0.024 1.130
O -0.003 -3.420 -1.260
```

2S+1: 5
ΔE to the lowest compared entry with this formula, charge and spin: 2.193 eV
Electronic energy: -2286.4212 Eh
Total charge: +2



Record 7
The following is a quantum chemistry calculation of a cluster of 19 separate species, C8H56NO22P2 in total in a non-equilibrium geometry, from the OMol25 dataset.

XYZ file:
```
89
Properties=species:S:1:pos:R:3
C 2.122 -0.609 1.123
H 8.191 -4.023 -1.459
C -0.604 2.436 1.418
H 2.615 -1.660 -1.119
H -6.755 4.030 3.137
H 2.910 1.467 -0.131
O 2.566 5.022 -1.072
C 0.924 2.166 -0.642
O 4.715 1.651 3.846
H -7.198 -3.292 -4.428
O 5.989 -0.360 -0.446
C 2.528 0.385 2.159
C -2.302 0.556 -0.035
H 6.774 -0.609 0.053
O 3.653 -4.249 0.969
O -5.334 -3.319 -3.409
O 5.194 2.401 -0.057
H 6.116 -0.771 -1.310
H 0.048 1.676 -1.065
O -3.778 -4.310 2.806
H 1.480 2.651 1.355
O -4.397 -4.169 -0.521
H 5.520 1.408 3.378
C 2.015 1.111 -0.619
H -5.293 -4.055 -0.851
H 0.033 -1.156 2.976
H -1.793 2.963 -0.837
H -3.246 -0.713 -3.744
O 2.465 -7.060 1.390
H -2.153 0.417 -1.100
H 4.650 2.600 3.706
H -6.543 3.196 -0.496
H 4.811 -2.473 -1.018
P -2.027 2.308 0.362
H 5.130 2.974 -0.828
H -5.547 2.047 -0.349
H -4.684 -0.376 -1.529
H 0.965 -2.113 -0.820
C 0.666 2.876 0.688
H -3.183 2.787 0.958
H -3.419 4.292 2.725
N 1.530 -0.192 -0.076
H 4.958 2.886 -3.333
H -0.841 3.167 2.187
H 6.994 -3.195 -1.938
O -2.942 5.080 2.462
O -4.900 0.231 -0.800
H -8.645 -3.354 -4.894
H -1.570 -0.045 0.491
C 1.614 -1.282 -1.056
O 7.888 -3.121 -1.587
H -3.444 0.789 -3.569
O -6.096 4.394 2.539
P -3.921 -0.126 0.369
H -0.471 1.495 1.943
O -3.343 -0.029 -3.071
H -6.205 3.914 1.710
H -3.659 5.717 2.377
H 1.337 -0.935 -2.043
H 0.681 3.950 0.566
H 1.229 2.924 -1.355
H 2.283 0.930 -1.653
H -4.181 0.238 2.411
H 5.654 4.240 -3.302
H -4.163 -3.311 -0.143
H -0.895 -0.826 4.127
O -0.295 -0.412 3.497
H -3.903 -3.564 2.212
H -3.602 -5.046 2.212
H 2.643 5.978 -1.139
H 2.655 -7.890 0.946
H 2.283 -6.437 0.679
H 3.187 -3.472 1.318
H 2.715 1.379 1.804
H 3.440 0.037 2.614
O -3.814 -1.577 0.608
H 5.338 1.510 -0.413
H -5.796 -4.163 -3.478
O 4.832 3.800 -3.062
H 1.745 0.379 2.908
H 4.760 -3.698 -1.917
H -4.775 -3.427 -2.632
O -5.648 2.995 -0.206
O 4.833 -2.738 -1.948
H 3.584 -4.917 1.659
O -7.944 -3.893 -4.521
H 3.286 4.688 -1.618
O 2.261 -1.833 1.340
O -4.504 0.656 1.605
```

2S+1: 1
Electronic energy: -2731.0387 Eh
Total charge: +1



Record 8
The following is a quantum chemistry calculation of an isolated molecule of C8H5Cl2FN4 in a non-equilibrium geometry, from the OMol25 dataset.

XYZ file:
```
20
Properties=species:S:1:pos:R:3
C -0.110 0.296 1.955
N -0.902 1.327 1.944
H -0.368 -3.967 -0.590
Cl 0.025 2.214 -3.759
F 1.868 -1.725 1.657
C -0.303 1.970 -2.101
C -0.845 1.781 0.637
C -1.588 2.656 -0.203
C 0.790 -2.243 -0.440
H -0.053 -0.192 2.895
H 1.167 -2.053 -1.395
H -0.261 -3.281 1.044
C -0.049 -3.196 -0.011
N 0.481 0.024 0.756
H 2.334 -0.650 -0.134
Cl -2.876 3.615 0.334
N 0.419 1.062 -1.387
N -1.310 2.650 -1.552
C 0.083 0.978 -0.126
C 1.499 -1.266 0.477
```

2S+1: 3
Electronic energy: -1546.9517 Eh



Record 9
The following is a quantum chemistry calculation of a structure of composition C8H5ClN2O3 in a non-equilibrium geometry, from the OMol25 dataset.

XYZ file:
```
19
Properties=species:S:1:pos:R:3
C 3.668 -0.298 -0.780
C -0.897 0.831 -0.495
O 3.307 0.001 1.454
H -3.816 1.523 0.955
N 3.266 -0.750 0.472
Cl 4.004 1.329 -1.083
C -1.713 -1.149 0.641
C 0.892 0.164 -1.149
C -0.759 -0.537 -0.145
O 2.952 -1.951 0.531
C -2.899 -0.381 0.848
H -1.543 -2.257 0.881
H -2.180 2.554 -0.513
N 0.288 1.288 -1.120
C -1.971 1.573 -0.099
O 0.505 -0.968 -0.609
H -3.718 -0.930 1.315
C -3.025 0.946 0.477
H 3.639 -0.987 -1.579
```

2S+1: 1
ΔE to the lowest compared entry with this formula, charge and spin: 1.605 eV
Electronic energy: -1102.9995 Eh



Record 10
The following is a quantum chemistry calculation of a structure of composition C8H5GaN2O5 in a non-equilibrium geometry, from the OMol25 dataset.

XYZ file:
```
21
Properties=species:S:1:pos:R:3
N 2.414 -1.464 -0.765
O 0.480 4.814 3.180
H 1.432 0.287 1.809
C -1.776 1.337 -2.663
H 3.040 -1.941 -1.405
O -3.136 -1.265 2.500
C 1.613 -0.290 0.917
C -1.404 1.391 -1.160
C -2.276 -0.792 1.850
H -1.121 -0.378 1.993
C 2.765 -0.794 0.406
H 3.773 -0.728 0.769
C -2.043 -1.369 -1.290
N 0.568 -0.655 0.065
H 0.538 -1.800 -1.774
C 0.226 3.720 2.976
C 1.083 -1.358 -0.944
O -2.360 -1.962 -2.226
Ga -1.356 -0.161 0.250
O -1.011 2.495 -0.780
O -1.452 0.913 -3.709
```

2S+1: 1
ΔE to the lowest compared entry with this formula, charge and spin: 7.243 eV
Electronic energy: -2717.4899 Eh
Total charge: +2



Record 11
The following is a quantum chemistry calculation of an isolated molecule of C8H5NO2 in a non-equilibrium geometry, from the OMol25 dataset.

XYZ file:
```
16
Properties=species:S:1:pos:R:3
C 1.426 1.308 -0.051
C 0.043 -0.813 -0.006
C 1.291 -1.487 0.065
H 1.376 2.465 -0.002
N -1.911 0.148 -0.067
C 2.618 0.552 -0.151
C -1.146 1.253 0.054
C 0.253 0.591 -0.018
H -2.968 0.354 -0.099
C 2.481 -0.804 0.072
H 1.412 -2.578 0.024
C -1.358 -1.121 -0.022
H 3.563 0.991 0.044
O -1.996 -2.145 -0.011
H 3.300 -1.570 0.254
O -1.373 2.449 0.084
```

2S+1: 1
ΔE to the lowest compared entry with this formula, charge and spin: 0.000 eV
Electronic energy: -513.0876 Eh
Structure (SMILES): O=C1NC(=O)c2ccccc21



Record 12
The following is a quantum chemistry calculation of a cluster of 2 separate species, C8H5NO4 in total in a non-equilibrium geometry, from the OMol25 dataset.

XYZ file:
```
18
Properties=species:S:1:pos:R:3
O 2.842 1.153 1.239
H -1.736 -1.337 1.948
C -1.805 -1.845 -0.161
O 0.666 3.664 0.477
C 0.281 -0.157 -0.724
C -1.366 -1.763 -1.504
H 2.205 0.698 -1.487
C -0.070 -0.364 0.719
C -1.259 -1.155 0.931
C 1.434 0.579 -0.748
O 0.725 0.289 1.558
C -0.323 -0.931 -1.824
H 0.023 -0.564 -2.727
O 0.425 2.783 2.377
C 1.753 0.979 0.797
H -1.983 -2.277 -2.271
N 0.841 2.743 1.235
H -2.655 -2.494 0.165
```

2S+1: 3
Electronic energy: -663.3325 Eh